# 1
Density functional theory data (ωB97M-V/def2-TZVPD) for C31H24BN8O2RhS3 as an isolated structure at a distorted geometry.

LUMO level   -6.229 eV
Orbital gap   6.478 eV
Net charge   +2

Last column: Mulliken charge in e.
Element x y z (Å)
1 Rh 0.0209 0.1357 0.1217  0.600
2 N -4.0415 0.5644 -0.4512  0.099
3 C -4.8560 0.0634 0.5738  0.101
4 C -6.2393 0.0834 0.4434  -0.770
5 C -7.0422 -0.4341 1.4436  -0.661
6 C -6.4717 -1.0054 2.5728  -0.788
7 C -5.0946 -1.0267 2.7110  -0.747
8 C -4.2910 -0.4720 1.7257  0.846
9 S -2.5647 -0.3236 2.0181  -0.160
10 N -1.9610 0.0419 0.4876  0.136
11 C -2.6957 0.5108 -0.5024  0.668
12 C -1.9855 0.9440 -1.6880  0.649
13 C -2.6026 1.3610 -2.8668  -1.178
14 C -1.8316 1.7462 -3.9438  -0.664
15 C -0.4500 1.7149 -3.8208  -0.955
16 C 0.1010 1.2911 -2.6277  -0.346
17 N -0.6356 0.9059 -1.5872  0.580
18 H -4.5104 0.9548 -1.2501  0.041
19 H -6.6825 0.5072 -0.4511  0.428
20 H -8.1179 -0.3983 1.3435  0.414
21 H -7.1021 -1.4272 3.3427  0.423
22 H -4.6285 -1.4614 3.5868  0.476
23 H -3.6803 1.3843 -2.9442  0.501
24 H -2.2942 2.0726 -4.8649  0.487
25 H 0.1898 2.0150 -4.6377  0.486
26 H 1.1743 1.2564 -2.5043  0.439
27 N 3.2778 1.8996 0.2217  -0.369
28 C 3.1567 0.7142 -0.3779  0.241
29 N 2.0716 -0.0190 -0.5048  0.698
30 C 2.3299 -1.2111 -1.1924  -0.320
31 C 3.6227 -1.3424 -1.6093  -0.733
32 S 4.5723 -0.0105 -1.1207  -0.184
33 C 1.3055 -2.1953 -1.3750  -0.005
34 C 1.4341 -3.4049 -2.0054  -0.652
35 S -0.0365 -4.2776 -1.9621  -0.183
36 C -0.7709 -2.9563 -1.0721  0.309
37 N 0.0453 -1.9662 -0.8599  0.680
38 N -2.0601 -2.9977 -0.6801  -0.299
39 H 2.4499 2.4199 0.4804  0.271
40 H 4.1653 2.3693 0.2021  0.211
41 H 4.0415 -2.1457 -2.1906  0.431
42 H 2.3078 -3.8143 -2.4832  0.428
43 H -2.6101 -3.8281 -0.8016  0.227
44 H -2.3995 -2.2735 -0.0713  0.033
45 O 0.7065 3.0662 0.4891  -0.509
46 B -0.0627 1.9984 0.9440  1.439
47 O -0.8614 2.3962 1.9909  -0.554
48 C -0.5572 3.7250 2.2339  0.609
49 C -1.0194 4.5615 3.2243  -1.109
50 C -0.4867 5.8464 3.2481  -0.575
51 C 0.4471 6.2680 2.3071  -0.571
52 C 0.9087 5.4172 1.3084  -1.274
53 C 0.3906 4.1424 1.3124  0.767
54 H -1.7517 4.2347 3.9495  0.521
55 H -0.8051 6.5305 4.0223  0.414
56 H 0.8281 7.2785 2.3610  0.420
57 H 1.6364 5.7320 0.5726  0.539
58 N 0.5518 -0.6185 1.8270  -0.506
59 C 0.8517 -1.1619 2.7901  0.793
60 C 1.2192 -1.8019 3.9943  0.118
61 C 0.2371 -2.4063 4.7886  -0.495
62 C 0.6001 -2.9907 5.9855  -0.673
63 C 1.9287 -2.9771 6.3928  -0.369
64 C 2.9066 -2.3956 5.5953  -0.681
65 C 2.5612 -1.8070 4.3952  -0.456
66 H -0.7927 -2.4087 4.4562  0.521
67 H -0.1530 -3.4591 6.6038  0.417
68 H 2.2041 -3.4242 7.3383  0.417
69 H 3.9407 -2.4011 5.9105  0.411
70 H 3.3106 -1.3499 3.7626  0.493

***

# 2
Density functional theory data (ωB97M-V/def2-TZVPD) for an isolated ion of composition C4H13N2 and charge +1 at a distorted geometry.

LUMO level   -2.828 eV
Orbital gap   11.649 eV
Net charge   +1
SMILES string   C[NH2+]CCCN

Last column: Mulliken charge in e.
Element x y z (Å)
1 C 1.0792 1.6020 1.2307  -0.952
2 N 0.6121 0.9554 -0.0206  -0.098
3 C 1.1470 -0.4137 -0.2372  -0.681
4 C 0.1171 -1.2118 -1.0177  -0.639
5 C -1.2738 -1.2698 -0.3853  -0.554
6 N -1.7275 0.0862 0.0611  -0.604
7 H 0.5537 1.1594 2.0834  0.343
8 H 0.8893 2.6641 1.1795  0.364
9 H 2.1376 1.4145 1.3610  0.390
10 H 0.8446 1.5693 -0.7903  0.380
11 H -0.4260 0.8474 0.0118  0.425
12 H 2.0577 -0.3963 -0.7906  0.362
13 H 1.3611 -0.8282 0.7399  0.416
14 H 0.4591 -2.2326 -1.1226  0.374
15 H 0.0618 -0.7841 -2.0190  0.328
16 H -1.2913 -1.9746 0.4538  0.349
17 H -1.9770 -1.6376 -1.1432  0.310
18 H -2.4821 0.4194 -0.5532  0.258
19 H -2.1425 0.0310 0.9585  0.228